## one
Molecular formula: C3H8N4O
Method: DFT, wB97M-V/def2-TZVPD

Kohn-Sham gap, eV: 8.16
Net charge: 0

Last column: natural (NBO) charge in e.
Cartesian coordinates (Å):
C -1.799 -1.239 0.204  -0.422
C -0.455 0.374 -0.308  0.536
C 1.903 -0.455 0.181  0.283
H -1.155 -1.535 1.077  0.205
H -2.742 -1.185 0.548  0.207
H -1.577 -1.860 -0.750  0.166
H 1.025 1.896 -0.186  0.407
H -1.733 2.069 -0.002  0.495
H 0.159 -1.544 -0.992  0.426
H 2.071 -1.574 0.471  0.181
H 3.646 0.399 0.117  0.372
N -1.687 0.267 -0.189  -0.536
N 0.060 1.737 -0.352  -0.369
N 0.547 -0.627 -0.148  -0.693
N 2.588 0.651 0.019  -0.684
O -0.852 2.625 0.307  -0.574



## two
Molecular formula: C3H8N4O
Method: DFT, wB97M-V/def2-TZVPD

Kohn-Sham gap, eV: 9.61
Net charge: 0

Last column: natural (NBO) charge in e.
Cartesian coordinates (Å):
C 1.344 0.937 -0.508  -0.433
N -0.018 0.480 -0.233  -0.330
C 0.336 0.080 2.484  0.500
C -0.305 -0.862 0.300  0.592
N -1.031 1.008 -1.086  -0.662
N -1.632 -1.202 0.339  -0.850
N 0.624 -1.769 0.275  -0.777
O 1.276 0.591 2.710  -0.497
H -0.900 0.618 -2.023  0.335
H -0.940 2.019 -1.175  0.361
H -1.869 -2.079 -0.099  0.391
H -2.216 -0.426 0.044  0.405
H 0.239 -2.642 0.634  0.338
H 2.076 0.212 -0.148  0.245
H 1.498 1.868 0.049  0.191
H 1.518 1.168 -1.563  0.191



Ranked by calculated energy, most stable first: two, one.